Record 1
Entry from OMol25: 2 unconnected molecules or ions with the total composition C3H13N3 (ωB97M-V/def2-TZVPD).

Summary:
DFT total energy = -7790.6395 eV
Molecular weight = 91.16 g/mol
ΔE to the lowest compared entry with this formula, charge and spin = 133.6 kJ/mol
Gap between HOMO and LUMO = 9.72 eV
SMILES = CCN.NCN

CARTESIAN COORDINATES (ANGSTROEM)
C -3.4429 0.5457 0.9946
C -2.9266 0.7620 -0.4508
N -1.4810 0.5571 -0.4427
H -2.9276 1.1530 1.8502
H -4.5365 0.6331 1.0542
H -3.1888 -0.4630 1.3724
H -3.3860 -0.0792 -1.0241
H -3.3703 1.7537 -0.7008
H -1.1303 0.8532 -1.3119
H -1.1553 1.1965 0.3259
N 2.9619 -1.2782 0.8508
C 2.5345 -0.6215 -0.3633
N 3.6561 -0.1627 -1.3097
H 2.4215 -1.2443 1.8227
H 3.6412 -2.0058 0.7274
H 1.9790 -1.3612 -0.9555
H 1.9794 0.3482 -0.0868
H 4.3147 0.4638 -0.7492
H 4.0568 -1.0504 -1.6035

Force components x, y, z for each atom (eV/Å):
0.883 -0.397 1.692
-1.325 -1.008 1.690
-0.817 1.075 2.118
-0.979 -0.255 -1.855
0.357 0.256 0.078
-0.209 0.106 -0.585
0.169 0.986 -0.039
0.768 -0.485 -0.671
0.977 0.535 -1.102
0.195 -0.818 -1.323
-0.732 0.772 2.957
0.288 1.585 -0.353
-0.872 0.104 2.391
1.647 -0.081 -3.497
-0.181 -0.264 0.295
-0.451 0.779 -0.175
0.337 -1.830 -0.504
-0.844 -1.620 -1.121
0.789 0.560 0.002


Record 2
Entry from OMol25: a molecular structure, C29H29BrIN3O2PPd (ωB97M-V/def2-TZVPD).

Summary:
DFT total energy = -130021.1849 eV
Molecular weight = 795.77 g/mol
ΔE to the lowest compared entry with this formula, charge and spin = 14.2 kJ/mol
Net charge = -1
Gap between HOMO and LUMO = 5.76 eV

CARTESIAN COORDINATES (ANGSTROEM)
Pd -0.2421 0.2815 -0.9526
O 3.3584 -1.8038 0.0687
C 4.0806 -1.3736 1.0466
C 5.2256 -2.0659 1.5241
C 6.0043 -1.5658 2.5499
C 5.7043 -0.3509 3.1630
C 4.5870 0.3476 2.7184
C 3.7845 -0.1387 1.7037
C 2.5607 0.6085 1.2290
O 2.4534 0.5743 -0.1605
N 1.4181 0.0231 1.9389
N 0.1903 0.4573 1.6771
C -0.8021 -0.1386 2.2163
C -2.1844 0.2593 1.9777
Br -2.5061 1.3145 0.4486
C -3.1646 -0.1240 2.8052
C -4.6150 0.0956 2.7142
C -5.3245 0.4194 3.8728
C -6.6962 0.6131 3.8401
C -7.3894 0.4716 2.6466
C -6.6998 0.1273 1.4929
C -5.3270 -0.0618 1.5238
H 2.6683 -0.3666 -0.3818
H 5.4735 -3.0044 1.0410
H 6.8722 -2.1309 2.8763
H 6.3244 0.0406 3.9595
H 4.3266 1.2987 3.1765
H 2.6055 1.6619 1.5214
H 1.5196 -0.9591 2.1748
H -0.6683 -1.0087 2.8655
H -2.8347 -0.6631 3.6895
H -4.7854 0.5290 4.8065
H -7.2245 0.8741 4.7487
H -8.4614 0.6208 2.6169
H -7.2352 -0.0007 0.5604
H -4.7998 -0.3436 0.6234
I 0.6369 1.9630 -3.1426
C 0.7353 3.5921 -1.8262
C 0.8616 4.8981 -2.2851
C 0.8391 5.9117 -1.3430
C 0.6982 5.5890 -0.0005
C 0.5997 4.2499 0.3431
N 0.6224 3.2696 -0.5549
H 0.9664 5.1046 -3.3404
H 0.9262 6.9451 -1.6548
H 0.6677 6.3552 0.7620
H 0.5011 3.9355 1.3765
C 0.4871 -3.2092 -0.7149
P -0.3768 -1.8026 -1.5034
C -2.0331 -2.5687 -1.7851
C 0.3066 -1.9057 -3.2046
C -0.4635 -1.6262 -4.3332
C 0.1099 -1.5734 -5.5968
C 1.4699 -1.7962 -5.7584
C 2.2493 -2.0720 -4.6418
C 1.6766 -2.1274 -3.3803
H 1.5005 -2.9179 -0.4306
H 0.4964 -4.0888 -1.3632
H -0.0436 -3.4543 0.2092
H -1.9927 -3.4821 -2.3851
H -2.6842 -1.8384 -2.2642
H -2.4676 -2.8029 -0.8107
H -1.5222 -1.4212 -4.2248
H -0.5099 -1.3507 -6.4575
H 1.9191 -1.7488 -6.7428
H 3.3149 -2.2355 -4.7485
H 2.3119 -2.3098 -2.5204

Force components x, y, z for each atom (eV/Å):
0.163 0.316 0.116
-0.038 -0.215 0.031
0.124 0.061 -0.030
-0.037 -0.026 -0.011
0.001 -0.018 -0.007
0.002 0.017 0.009
-0.003 -0.018 0.057
-0.030 0.000 -0.045
0.178 0.110 0.061
-0.391 0.390 -0.025
0.004 -0.115 0.070
0.069 0.257 -0.005
-0.033 -0.086 -0.068
-0.031 -0.201 0.288
0.028 0.313 -0.039
0.034 -0.013 -0.115
-0.065 0.014 -0.012
0.013 -0.012 -0.040
-0.003 0.002 0.007
-0.034 0.008 0.015
0.017 -0.006 -0.018
-0.016 0.010 0.040
0.131 -0.242 -0.072
0.012 -0.005 0.005
-0.001 0.008 0.004
0.001 0.000 0.002
0.003 0.000 -0.002
-0.035 -0.003 -0.024
0.012 0.008 0.001
0.037 0.036 0.023
0.022 -0.001 0.000
0.006 -0.001 0.004
-0.002 0.000 0.000
-0.001 0.000 0.003
0.002 -0.002 -0.004
-0.002 -0.006 -0.007
-0.032 -0.027 0.132
0.005 0.010 0.131
0.025 -0.009 -0.061
0.001 0.010 0.014
0.014 -0.021 -0.002
0.078 0.029 0.015
-0.153 -0.004 -0.070
-0.009 0.004 -0.001
0.001 0.002 -0.007
0.005 0.000 0.006
-0.022 0.001 0.004
-0.031 -0.037 0.141
-0.246 -0.315 -0.535
0.016 -0.060 0.068
0.217 -0.141 0.046
-0.024 0.006 -0.008
-0.034 0.006 0.006
0.029 -0.009 0.014
0.000 -0.003 -0.023
-0.011 0.032 -0.011
0.041 -0.022 -0.079
0.045 -0.029 0.021
-0.044 0.017 -0.013
0.022 -0.003 -0.005
-0.023 -0.031 -0.021
0.004 0.024 0.009
-0.003 -0.013 -0.002
-0.002 0.002 -0.004
0.002 0.002 -0.003
0.000 0.001 -0.009
-0.010 -0.002 0.035